Entry 1:
42
Properties=species:S:1:pos:R:3:mulliken_spin:R:1 method="wB97M-V/def2-TZVPD" total_energy_ev=-119241.409 gap_ha="0.2354 / 0.1774" e_above_lowest_kj_mol=0.00 charge=-1 spin_multiplicity=2
V -0.50 0.08 -0.21 1.267
N -0.42 2.08 0.82 -0.008
C -0.96 1.87 2.18 0.000
C -0.58 0.50 2.74 0.004
O -0.51 0.33 3.95 0.002
N -0.39 -0.40 1.77 -0.036
C -0.08 -1.77 2.11 -0.004
C 0.25 -2.53 0.82 0.012
O 0.92 -3.58 0.89 -0.002
O -0.15 -1.99 -0.27 -0.003
H -0.94 2.80 0.33 0.000
H 0.54 2.41 0.87 0.002
H -0.65 2.64 2.88 0.001
H -2.05 1.89 2.11 -0.002
H 0.77 -1.84 2.80 -0.002
H -0.92 -2.27 2.60 0.000
Cl -1.03 1.88 -2.80 0.005
C -2.55 1.46 -2.00 -0.050
C -2.45 0.65 -0.88 -0.008
C -3.69 0.33 -0.31 0.009
Cl -3.69 -0.71 1.09 0.001
C -4.90 0.79 -0.80 0.000
Cl -6.40 0.36 -0.04 0.000
C -4.93 1.62 -1.92 -0.007
Cl -6.43 2.22 -2.54 0.000
C -3.73 1.96 -2.54 -0.005
Cl -3.73 2.99 -3.93 0.000
N 3.68 -2.66 1.27 -0.001
C 4.38 -1.81 0.50 0.010
O 5.60 -1.70 0.53 0.001
C 3.56 -0.96 -0.43 0.016
C 4.05 -0.64 -1.69 -0.080
C 3.25 0.11 -2.53 0.032
C 2.00 0.51 -2.10 -0.057
N 1.52 0.23 -0.88 -0.034
C 2.32 -0.47 -0.05 -0.031
H 4.22 -3.26 1.87 0.000
H 2.71 -2.94 1.07 0.001
H 5.04 -0.98 -1.98 -0.009
H 3.58 0.38 -3.53 0.003
H 1.35 1.07 -2.76 -0.021
H 1.95 -0.65 0.95 -0.005

Entry 2:
14
Properties=species:S:1:pos:R:3:mulliken_charge:R:1 method="wB97M-V/def2-TZVPD" total_energy_ev=-49030.792 gap_ha=0.3729 e_above_lowest_kj_mol=0.00 charge=0
C 2.47 -0.11 0.29 0.307
N -0.47 -1.28 0.97 -0.237
N -1.40 1.13 1.34 -0.238
N -0.90 0.19 -1.28 -0.305
O 1.48 0.47 -0.05 -0.397
F 2.57 -0.39 1.58 -0.194
F -1.60 -2.27 -1.27 -0.240
F 0.65 -1.95 -1.26 -0.258
F -2.85 1.87 -0.71 -0.226
F -0.54 2.62 -0.62 -0.302
P -0.89 -0.18 2.06 0.140
P -0.60 -1.23 -0.62 0.767
P -1.44 1.29 -0.27 0.893
H 3.50 -0.19 -0.14 0.290

Entry 3:
15
Properties=species:S:1:pos:R:3:mulliken_charge:R:1 method="wB97M-V/def2-TZVPD" total_energy_ev=-17064.127 gap_ha=0.3515 e_above_lowest_kj_mol=196.82 charge=+1
C -0.37 1.05 0.83 0.104
C 1.38 -0.66 -0.02 -1.157
C 0.36 -0.25 1.00 0.014
N -0.15 1.75 -0.28 -0.350
N -1.50 -0.98 -0.92 -0.402
S -1.37 -0.90 0.70 0.143
H 2.27 -1.19 0.39 0.317
H 1.01 -1.45 -0.79 0.240
H 1.63 0.10 -0.73 0.285
H 0.59 -0.69 1.94 0.504
H -0.33 2.77 -0.40 0.268
H 0.44 1.39 -1.00 0.147
H -0.75 -1.59 -1.17 0.218
H -2.45 -0.88 -1.33 0.283
H -0.74 1.52 1.80 0.386

Entry 4:
51
Properties=species:S:1:pos:R:3:mulliken_spin:R:1 method="wB97M-V/def2-TZVPD" total_energy_ev=-129836.398 gap_ha="0.2381 / 0.2089" e_above_lowest_kj_mol=121.96 charge=+1 spin_multiplicity=4
Tc -0.59 -0.46 -0.63 1.938
N -1.35 4.13 -1.51 0.027
C -1.67 2.84 -1.29 -0.041
S -2.26 1.93 -2.63 0.614
N -1.59 2.48 -0.02 0.016
N -1.58 1.17 0.30 -0.025
C -2.11 0.89 1.44 0.008
C -2.05 -0.48 1.90 0.018
C -2.52 -0.88 3.14 -0.001
C -2.35 -2.19 3.54 0.007
C -1.74 -3.09 2.67 0.000
C -1.31 -2.64 1.44 0.007
N -1.46 -1.36 1.05 -0.064
H -1.62 4.55 -2.38 0.001
H -1.24 4.73 -0.71 -0.002
H -2.59 1.68 2.02 0.002
H -3.00 -0.15 3.77 0.000
H -2.70 -2.52 4.51 0.000
H -1.59 -4.13 2.94 0.001
H -0.86 -3.31 0.72 0.000
S -2.55 -0.86 -1.94 0.271
C -2.02 -2.03 -3.09 -0.051
C -2.89 -2.27 -4.22 0.006
N -3.60 -2.46 -5.12 -0.026
C -0.85 -2.70 -2.95 0.126
S 0.17 -2.55 -1.55 0.090
C -0.38 -3.59 -4.00 -0.009
N 0.04 -4.26 -4.84 0.051
N 2.72 3.02 -2.86 0.004
N 1.96 1.87 -2.77 0.012
N 1.96 0.97 -3.74 -0.006
C 1.06 0.12 -3.29 0.035
N 0.55 0.52 -2.12 -0.037
N 1.17 1.66 -1.78 0.001
H 3.51 2.86 -3.47 0.000
H 2.94 3.37 -1.95 0.000
H 0.74 -0.76 -3.84 0.006
C 0.83 0.98 3.21 0.003
As 1.97 0.13 1.93 -0.002
C 3.38 1.37 1.57 0.002
C 2.76 -1.41 2.70 0.002
O 1.20 -0.27 0.50 0.018
H 1.44 1.35 4.03 0.000
H 0.10 0.27 3.58 0.000
H 0.33 1.81 2.71 -0.001
H 3.93 1.54 2.49 0.000
H 2.95 2.30 1.22 -0.001
H 4.04 0.94 0.82 0.000
H 3.41 -1.13 3.52 0.000
H 3.33 -1.91 1.92 0.000
H 1.98 -2.08 3.06 0.000

Entry 5:
18
Properties=species:S:1:pos:R:3:mulliken_charge:R:1 method="wB97M-V/def2-TZVPD" total_energy_ev=-19823.038 gap_ha="0.2366 / 0.2365" e_above_lowest_kj_mol=408.35 charge=0
C -1.29 0.16 -0.98 -1.517
C -0.31 -1.95 -0.19 -1.653
C -0.25 0.14 1.27 -1.793
C -0.11 -0.37 -0.14 1.753
N 1.19 2.57 0.16 -0.536
N 1.11 0.15 -0.82 -0.408
Cl 2.58 -0.31 -0.23 -0.031
H -1.88 -0.63 -1.55 0.312
H -1.93 0.71 -0.29 0.285
H -0.90 0.79 -1.71 0.455
H -1.28 -2.01 0.19 0.482
H 0.44 -2.41 0.41 0.442
H -0.15 -2.28 -1.22 0.401
H 0.07 1.21 1.41 0.464
H -1.20 -0.15 1.60 0.508
H 0.36 -0.43 1.99 0.384
H 1.81 1.90 0.67 0.225
H 1.76 2.91 -0.58 0.226

Entry 6:
88
Properties=species:S:1:pos:R:3:mulliken_spin:R:1 method="wB97M-V/def2-TZVPD" total_energy_ev=-143918.887 gap_ha="0.2749 / 0.2605" e_above_lowest_kj_mol=99.00 charge=+1 spin_multiplicity=2
Sn 0.60 1.34 -1.24 -0.001
O 0.94 5.32 -1.50 0.001
C 1.34 4.29 -1.04 0.003
N 0.55 3.37 -0.30 0.004
C -0.17 3.87 0.73 -0.003
O -0.14 5.00 1.17 0.000
C -1.05 2.93 1.53 0.012
C -2.43 3.09 1.50 -0.005
C -3.22 2.35 2.35 -0.002
C -2.62 1.47 3.25 -0.005
C -1.26 1.36 3.26 0.009
N -0.50 2.07 2.40 0.040
C 2.74 3.79 -1.31 0.000
C 3.67 4.63 -1.89 0.000
C 4.94 4.13 -2.11 0.000
C 5.22 2.82 -1.77 0.001
C 4.22 2.05 -1.20 0.001
N 3.00 2.52 -0.96 -0.001
H -2.86 3.77 0.78 0.000
H -4.29 2.45 2.31 0.000
H -3.20 0.88 3.94 0.001
H -0.72 0.70 3.93 -0.007
H 3.38 5.64 -2.16 0.000
H 5.71 4.76 -2.55 0.000
H 6.20 2.39 -1.93 0.000
H 4.39 1.01 -0.93 0.000
Br 1.46 2.74 -4.63 0.000
C -0.42 2.69 -4.36 0.000
C -1.27 3.06 -5.38 0.000
C -2.63 3.06 -5.11 0.000
C -3.08 2.70 -3.85 0.000
C -2.14 2.33 -2.91 0.000
N -0.84 2.32 -3.16 0.000
C -2.53 1.88 -1.52 0.000
O -3.69 1.98 -1.16 0.000
O -1.57 1.41 -0.79 -0.002
H -0.88 3.35 -6.35 0.000
H -3.33 3.35 -5.88 0.000
H -4.13 2.69 -3.58 0.000
C 2.14 -6.66 -2.55 0.000
C 1.48 -5.42 -2.00 0.000
C 2.23 -4.36 -1.52 -0.001
C 1.66 -3.21 -0.99 0.001
C 2.59 -2.12 -0.54 -0.001
C 0.26 -3.14 -0.94 0.001
Te -0.94 -1.51 -0.27 -0.004
N 0.17 -0.12 0.65 0.011
C 0.83 -0.58 1.76 0.007
O 0.95 -1.75 2.09 0.047
C 1.40 0.48 2.65 0.337
C 1.00 1.92 2.49 -0.109
C 1.52 2.83 3.56 0.343
C 2.41 2.41 4.48 -0.083
C 2.84 1.05 4.51 0.384
C 2.30 0.12 3.61 -0.112
C -1.89 -2.48 1.34 -0.001
C -1.30 -3.57 1.95 0.001
C -1.99 -4.26 2.94 0.000
C -3.26 -3.84 3.30 0.000
C -3.85 -2.75 2.67 0.000
C -3.18 -2.05 1.67 0.000
C -3.89 -0.91 0.96 0.000
C -0.53 -4.18 -1.47 0.000
C -2.04 -4.14 -1.54 0.000
C 0.10 -5.31 -1.98 0.000
H 3.22 -6.63 -2.41 0.000
H 1.94 -6.76 -3.62 0.000
H 1.76 -7.55 -2.06 0.000
H 3.32 -4.42 -1.55 0.000
H 3.59 -2.31 -0.92 0.000
H 2.64 -2.08 0.55 0.002
H 2.28 -1.14 -0.91 0.001
H 1.38 2.28 1.53 0.108
H 1.19 3.87 3.52 0.015
H 2.80 3.10 5.21 0.001
H 3.55 0.73 5.26 0.008
H 2.57 -0.92 3.66 0.000
H -0.29 -3.87 1.68 0.000
H -1.53 -5.11 3.42 0.000
H -3.81 -4.37 4.07 0.000
H -4.85 -2.44 2.95 0.000
H -4.68 -0.51 1.58 0.000
H -4.37 -1.27 0.04 0.000
H -3.24 -0.09 0.68 0.000
H -2.40 -3.26 -2.09 0.000
H -2.50 -4.14 -0.55 0.000
H -2.42 -5.01 -2.07 0.000
H -0.51 -6.11 -2.38 0.000

Entry 7:
13
Properties=species:S:1:pos:R:3:mulliken_charge:R:1 method="wB97M-V/def2-TZVPD" total_energy_ev=-6786.053 gap_ha=0.3978 e_above_lowest_kj_mol=237.36 charge=0
C -1.98 0.63 -0.61 -0.797
C 0.51 -1.13 0.96 -0.220
C 0.22 -0.40 -0.32 0.288
C 1.64 0.13 -0.04 -0.584
N 1.61 -0.54 1.28 -0.515
C -0.80 0.62 -0.01 -0.279
H -2.13 0.04 -1.50 0.264
H -2.71 1.30 -0.20 0.254
H 0.05 -1.90 1.58 0.385
H 0.04 -0.99 -1.23 0.356
H 1.82 1.21 0.03 0.313
H 2.37 -0.34 -0.69 0.263
H -0.64 1.37 0.76 0.271

Entry 8:
125
Properties=species:S:1:pos:R:3:mulliken_spin:R:1 method="wB97M-V/def2-TZVPD" total_energy_ev=-124830.879 gap_ha="0.2143 / 0.2730" charge=+1 spin_multiplicity=8
Eu 0.51 0.15 0.46 6.067
C -1.65 0.43 -7.01 0.000
C -0.41 1.14 -6.45 0.001
C -0.57 2.66 -6.64 -0.001
C 0.83 0.65 -7.22 0.000
C -0.21 0.87 -4.98 -0.005
C 0.92 1.34 -4.31 -0.001
C 1.07 1.08 -2.96 0.001
N 0.19 0.43 -2.20 0.019
C -0.91 -0.04 -2.84 0.001
C -1.12 0.17 -4.20 0.010
C -1.89 -0.79 -2.03 0.008
C -2.92 -1.51 -2.61 -0.006
C -3.87 -2.18 -1.83 0.000
C -3.70 -2.07 -0.45 0.000
C -2.64 -1.36 0.06 0.011
N -1.73 -0.74 -0.70 -0.023
C -5.02 -2.92 -2.48 0.000
C -5.91 -1.86 -3.15 0.000
C -5.85 -3.70 -1.47 0.000
C -4.49 -3.90 -3.54 0.000
H -1.73 0.63 -8.07 0.000
H -2.56 0.78 -6.53 0.000
H -1.56 -0.65 -6.89 0.000
H -0.71 2.87 -7.70 0.000
H 0.31 3.19 -6.30 0.000
H -1.44 3.03 -6.10 0.000
H 0.68 0.82 -8.28 0.000
H 0.98 -0.41 -7.06 0.000
H 1.72 1.19 -6.92 0.000
H 1.69 1.89 -4.82 0.000
H 1.96 1.44 -2.46 -0.004
H -2.02 -0.21 -4.65 -0.005
H -3.01 -1.57 -3.69 0.000
H -4.39 -2.54 0.23 0.000
H -2.50 -1.28 1.13 0.000
H -6.25 -1.13 -2.41 0.000
H -6.79 -2.34 -3.58 0.000
H -5.39 -1.33 -3.94 0.000
H -6.31 -3.04 -0.73 0.000
H -5.25 -4.45 -0.96 0.000
H -6.66 -4.21 -1.98 0.000
H -3.97 -3.40 -4.34 0.000
H -5.33 -4.44 -3.97 0.000
H -3.82 -4.63 -3.08 0.000
O 2.16 2.37 4.24 -0.002
C 1.82 3.65 4.01 -0.007
C 2.32 4.63 4.87 0.003
C 2.06 5.96 4.65 -0.005
C 1.26 6.35 3.57 0.002
C 0.70 5.40 2.75 -0.006
C 0.98 4.04 2.94 0.000
C 0.40 3.04 2.06 -0.001
O 0.93 1.88 1.94 -0.058
N -0.63 3.45 1.33 -0.037
N -1.37 2.61 0.61 -0.118
C -2.13 3.22 -0.33 0.347
S -3.13 2.32 -1.39 0.083
C -4.22 3.75 -1.72 0.000
C -3.37 5.00 -1.75 0.005
S -2.16 4.93 -0.37 0.119
H 1.73 1.81 3.57 0.002
H 2.93 4.31 5.70 0.000
H 2.46 6.70 5.31 0.000
H 1.08 7.40 3.38 0.000
H 0.05 5.68 1.94 0.003
H -4.98 3.78 -0.94 0.004
H -4.71 3.58 -2.68 -0.002
H -3.97 5.90 -1.61 0.000
H -2.80 5.09 -2.68 0.004
O 1.66 2.53 -0.52 0.006
H 2.59 2.62 -0.25 0.000
H 1.29 3.42 -0.48 0.002
O -1.34 0.82 1.92 0.234
N -1.81 1.36 0.89 0.345
O 1.08 -2.31 -0.65 -0.001
H 0.77 -2.98 -0.03 0.000
H 1.21 -2.76 -1.50 0.001
C 4.36 2.44 1.64 0.001
C 4.58 1.01 2.13 -0.001
C 6.06 0.65 2.08 -0.001
P 3.38 -0.20 1.30 0.018
C 4.21 -0.95 -0.24 -0.005
C 4.59 0.19 -1.18 -0.001
C 5.36 -1.94 -0.09 0.000
C 3.22 -1.55 2.60 -0.004
C 4.49 -2.15 3.20 -0.001
C 2.37 -1.00 3.75 -0.001
H 4.90 3.13 2.27 0.000
H 3.31 2.71 1.70 0.000
H 4.72 2.56 0.62 0.000
H 4.25 0.98 3.18 0.000
H 6.47 0.78 1.08 0.000
H 6.25 -0.37 2.40 0.000
H 6.60 1.31 2.74 0.000
H 3.37 -1.50 -0.70 0.000
H 5.47 0.71 -0.83 0.000
H 3.77 0.91 -1.27 0.000
H 4.81 -0.19 -2.17 0.000
H 6.20 -1.52 0.45 0.000
H 5.71 -2.22 -1.09 0.000
H 5.03 -2.85 0.40 0.000
H 2.64 -2.34 2.09 0.002
H 5.00 -1.43 3.84 0.000
H 5.20 -2.51 2.46 0.000
H 4.21 -2.99 3.83 0.000
H 2.96 -0.35 4.40 0.000
H 2.01 -1.83 4.36 0.000
H 1.50 -0.44 3.39 -0.001
F -3.70 -6.30 6.60 0.000
C -2.55 -5.70 6.95 0.000
F -1.68 -6.67 7.24 0.000
F -2.80 -5.04 8.10 0.000
C -2.07 -4.77 5.87 0.001
C -0.90 -5.06 5.18 -0.001
C -0.48 -4.20 4.18 0.004
C -1.21 -3.06 3.87 -0.020
C -2.40 -2.79 4.56 0.001
C -2.82 -3.65 5.56 0.001
C -0.72 -2.17 2.88 0.016
C -0.22 -1.53 1.97 -0.005
H -0.33 -5.94 5.43 0.000
H 0.43 -4.42 3.63 0.000
H -2.98 -1.91 4.32 0.000
H -3.73 -3.45 6.11 0.000

Entry 9:
104
Properties=species:S:1:pos:R:3:mulliken_charge:R:1 method="wB97M-V/def2-TZVPD" total_energy_ev=-83100.504 gap_ha=0.3590 e_above_lowest_kj_mol=465.26 charge=0 smiles="C[C@H]1COC(=O)O1.C[C@H]1COC(=O)O1.C[C@H]1COC(=O)O1.C[C@H]1COC(=O)O1.C[C@H]1COC(=O)O1.C[C@H]1COC(=O)O1.C[C@H]1COC(=O)O1.C[C@H]1COC(=O)O1"
C -0.33 5.39 7.25 -1.400
C -1.82 5.14 7.51 0.470
C -2.31 5.19 9.00 -0.432
O -3.31 6.11 9.01 -0.316
C -3.39 6.72 7.88 0.671
O -4.09 7.71 7.73 -0.572
O -2.47 6.25 7.03 -0.310
H 0.15 6.30 7.61 0.341
H -0.12 5.31 6.18 0.339
H 0.24 4.56 7.67 0.399
H -2.12 4.18 7.11 0.233
H -1.54 5.55 9.68 0.270
H -2.70 4.21 9.28 0.307
C 4.41 -0.89 5.70 -1.440
C 4.05 -2.33 5.29 0.521
C 3.40 -2.52 3.91 -0.444
O 4.09 -3.55 3.31 -0.292
C 5.15 -3.89 4.04 0.644
O 6.02 -4.64 3.70 -0.540
O 5.27 -3.00 5.04 -0.343
H 4.91 -0.81 6.66 0.339
H 3.52 -0.27 5.70 0.393
H 5.02 -0.36 4.97 0.362
H 3.45 -2.84 6.04 0.252
H 3.40 -1.57 3.39 0.257
H 2.32 -2.67 3.97 0.291
C 6.27 1.11 -0.49 -1.418
C 5.50 0.80 -1.81 0.536
C 4.85 2.03 -2.49 -0.380
O 5.43 2.07 -3.83 -0.330
C 6.15 0.99 -4.05 0.681
O 6.70 0.63 -5.12 -0.569
O 6.35 0.36 -2.84 -0.371
H 5.58 1.27 0.34 0.389
H 6.93 1.97 -0.43 0.362
H 6.83 0.21 -0.23 0.355
H 4.71 0.08 -1.61 0.216
H 5.08 2.96 -1.97 0.265
H 3.76 1.99 -2.46 0.265
C -0.96 1.66 1.11 -1.389
C -0.97 0.12 1.13 0.453
C -2.22 -0.48 0.40 -0.456
O -1.72 -1.41 -0.53 -0.316
C -0.39 -1.29 -0.61 0.642
O 0.29 -1.82 -1.50 -0.569
O 0.07 -0.34 0.25 -0.306
H -1.14 1.96 0.08 0.363
H -0.05 2.12 1.48 0.318
H -1.81 2.09 1.63 0.388
H -0.94 -0.28 2.14 0.266
H -2.75 0.33 -0.10 0.263
H -2.94 -0.92 1.11 0.342
C 4.40 -6.63 -2.57 -1.331
C 5.69 -5.83 -2.84 0.382
C 6.89 -6.17 -1.92 -0.355
O 7.82 -6.57 -2.84 -0.337
C 7.35 -6.61 -4.13 0.664
O 8.01 -7.11 -5.04 -0.557
O 6.14 -6.08 -4.15 -0.349
H 4.61 -7.68 -2.36 0.344
H 3.78 -6.53 -3.46 0.342
H 3.85 -6.26 -1.70 0.364
H 5.50 -4.77 -2.67 0.281
H 6.56 -6.97 -1.26 0.244
H 7.17 -5.32 -1.30 0.309
C -2.18 8.88 0.58 -1.377
C -3.29 9.87 0.68 0.412
C -4.71 9.34 0.49 -0.386
O -5.41 10.00 1.51 -0.325
C -4.55 10.58 2.40 0.668
O -4.91 11.29 3.35 -0.570
O -3.32 10.41 1.97 -0.330
H -2.16 8.30 -0.35 0.357
H -2.14 8.22 1.45 0.343
H -1.27 9.48 0.57 0.355
H -3.09 10.73 0.05 0.252
H -4.69 8.29 0.76 0.297
H -5.12 9.46 -0.52 0.304
C -6.10 0.14 -4.72 -1.397
C -6.82 0.81 -5.87 0.494
C -6.33 0.50 -7.26 -0.421
O -7.56 0.24 -7.98 -0.329
C -8.56 -0.02 -7.16 0.681
O -9.67 -0.43 -7.43 -0.564
O -8.12 0.20 -5.90 -0.358
H -6.47 0.53 -3.77 0.341
H -5.09 0.54 -4.86 0.405
H -6.03 -0.95 -4.72 0.326
H -6.88 1.89 -5.73 0.244
H -5.58 -0.29 -7.30 0.284
H -5.87 1.40 -7.68 0.294
C -3.71 -7.78 -2.17 -1.430
C -2.26 -7.97 -2.72 0.512
C -1.84 -9.38 -3.04 -0.382
O -1.37 -9.38 -4.37 -0.273
C -1.56 -8.24 -4.86 0.690
O -1.26 -7.91 -6.01 -0.626
O -2.02 -7.32 -4.00 -0.344
H -3.92 -8.20 -1.19 0.371
H -4.47 -8.14 -2.87 0.363
H -3.93 -6.72 -2.08 0.347
H -1.62 -7.50 -1.99 0.207
H -2.65 -10.09 -2.89 0.286
H -1.03 -9.65 -2.36 0.279

Entry 10:
11
Properties=species:S:1:pos:R:3:mulliken_charge:R:1 method="wB97M-V/def2-TZVPD" total_energy_ev=-10465.466 gap_ha=0.3935 e_above_lowest_kj_mol=201.65 charge=0 smiles=Cc1cc(F)on1
C 1.59 0.80 0.29 -0.837
C 0.24 -0.04 0.30 0.524
C -0.57 -0.30 -0.86 -0.384
C -1.70 -0.82 -0.27 0.329
F -2.85 -1.17 -0.77 -0.244
O -1.56 -0.92 1.04 -0.113
N -0.27 -0.52 1.44 -0.421
H 1.24 1.88 0.64 0.231
H 2.47 0.33 0.89 0.291
H 1.75 1.07 -0.82 0.261
H -0.33 -0.31 -1.89 0.363